Computed, not measured: a 2-piece molecular cluster, C7H17N3 overall, with ωB97M-V/def2-TZVPD.

Cartesian coordinates (Å):
C (-0.42588, -0.20645, -0.33419)
C (2.26888, 0.33467, -0.87181)
C (3.29848, 0.22570, 0.16033)
C (4.56419, -0.52964, 0.07859)
C (-3.90333, 0.54390, 1.50310)
C (-3.41723, -0.59223, 0.48090)
C (-2.73851, -0.10327, -0.79593)
N (-1.46621, 0.46547, -0.67883)
N (-0.15662, -1.39239, 0.12078)
N (3.03229, 1.53752, -0.57568)
H (2.03895, 0.03404, -1.88657)
H (2.86378, 0.29391, 1.07631)
H (5.34868, 0.14636, 0.46055)
H (4.72033, -0.98784, -0.85546)
H (4.54898, -1.31245, 0.85205)
H (-3.04696, 1.29116, 1.43581)
H (-4.85434, 1.02052, 1.11631)
H (-4.04147, -0.01775, 2.40814)
H (-4.32894, -1.07295, 0.12147)
H (-2.87789, -1.39161, 1.01159)
H (-2.73241, -0.88370, -1.58725)
H (-3.46252, 0.66911, -1.30744)
H (-1.30891, 1.37266, -1.06672)
H (0.66479, -1.90249, -0.01123)
H (-0.83447, -1.95461, 0.59731)
H (3.59509, 1.94557, -1.35509)
H (2.65124, 2.46680, -0.09700)

Computed properties:
**Net charge**: +2
**HOMO level (spin up / spin down)**: -17.45 / -17.45 eV
**HOMO-LUMO gap (spin up / spin down)**: 0.311 / 0.303 Ha